Arrangement P

The following is a quantum chemistry calculation of a 2-piece molecular cluster, C2H7NS2 overall, from the Open Molecules 2025 dataset.

Values from the calculation:
frontier orbital gap: 9.5 eV
structure (SMILES): C=NC.SS
total charge: 0
LUMO energy: 0.092 eV

Last columns: bonded neighbours and bond lengths (Å).
Atoms and positions in Å:
1 S 1.351 -0.454 -1.664  S2 2.191, H12 1.370
2 S 1.677 -0.973 0.439  S1 2.191, H10 1.338
3 N -1.615 0.939 1.056  C4 1.281, C5 1.446
4 C -1.713 1.876 0.188  N3 1.281, H6 1.078, H11 1.095
5 C -2.818 0.187 1.336  N3 1.446, H7 1.089, H8 1.097, H9 1.097
6 H -0.897 2.577 0.120  C4 1.078
7 H -2.565 -0.819 1.004  C5 1.089
8 H -3.693 0.339 0.693  C5 1.097
9 H -2.980 0.116 2.419  C5 1.097
10 H 0.524 -0.419 0.833  S2 1.338
11 H -2.621 2.036 -0.403  C4 1.095
12 H 2.152 0.658 -1.642  S1 1.370

Arrangement Q

The following is a quantum chemistry calculation of a 2-piece molecular cluster, C2H7NS2 overall, from the Open Molecules 2025 dataset.

Values from the calculation:
frontier orbital gap: 9.5 eV
total charge: 0
LUMO energy: 0.768 eV

Last columns: bonded neighbours and bond lengths (Å).
Atoms and positions in Å:
1 S -0.183 2.379 0.872  N3 1.727, H9 1.475
2 S -1.235 0.384 -1.341  C4 1.888, H11 1.380
3 N 0.042 0.673 1.017  S1 1.727, C4 1.381, H10 1.026
4 C 0.088 -0.138 -0.099  S2 1.888, N3 1.381, C5 1.491
5 C 0.026 -1.621 0.045  C4 1.491, H6 1.106, H7 1.085, H8 1.124
6 H -0.133 -2.021 -0.973  C5 1.106
7 H -0.889 -1.935 0.536  C5 1.085
8 H 0.920 -2.119 0.510  C5 1.124
9 H 1.246 2.735 0.782  S1 1.475
10 H -0.652 0.457 1.741  N3 1.026
11 H -0.466 1.228 -2.116  S2 1.380
12 H 1.234 -0.023 -0.975  no bonds

Quick look at relative energies in hartree: arrangement P 0.0000; arrangement Q 0.0388.

Arrangement P

The following is a quantum chemistry calculation of a 2-piece molecular cluster, C2H7NS2 overall, from the Open Molecules 2025 dataset.

Values from the calculation:
frontier orbital gap: 8.7 eV
structure (SMILES): C=CN.SS
total charge: 0
LUMO energy: 0.196 eV

Last columns: bonded neighbours and bond lengths (Å).
Atoms and positions in Å:
1 S -2.242 0.543 -1.429  S2 2.105, H12 1.350
2 S -1.591 1.551 -3.159  S1 2.105, H10 1.340
3 N 1.345 0.591 0.654  C4 1.394, H6 1.004, H7 1.006
4 C 0.688 -0.416 1.361  N3 1.394, C5 1.329, H9 1.083
5 C -0.106 -1.372 0.891  C4 1.329, H8 1.088, H11 1.072
6 H 1.937 1.179 1.211  N3 1.004
7 H 1.782 0.293 -0.202  N3 1.006
8 H -0.517 -1.994 1.682  C5 1.088
9 H 0.847 -0.379 2.432  C4 1.083
10 H -0.295 1.276 -2.953  S2 1.340
11 H -0.460 -1.629 -0.088  C5 1.072
12 H -1.387 0.357 -0.401  S1 1.350

Arrangement Q

The following is a quantum chemistry calculation of a 2-piece molecular cluster, C2H7NS2 overall, from the Open Molecules 2025 dataset.

Values from the calculation:
frontier orbital gap: 8.9 eV
structure (SMILES): C=CN.SS
total charge: 0
LUMO energy: 0.434 eV

Last columns: bonded neighbours and bond lengths (Å).
Atoms and positions in Å:
1 S 3.650 -1.108 -2.908  S2 1.975, H9 1.210
2 S 2.847 0.638 -2.452  S1 1.975, H11 1.310
3 N -1.787 0.995 0.400  C5 1.414, H8 1.019, H12 0.951
4 C -0.800 -0.425 2.109  C5 1.383, H7 1.178, H10 1.117
5 C -1.634 -0.269 1.017  N3 1.414, C4 1.383, H6 1.032
6 H -1.968 -1.056 0.440  C5 1.032
7 H -0.815 -1.442 2.704  C4 1.178
8 H -1.166 1.746 0.698  N3 1.019
9 H 2.739 -1.627 -3.512  S1 1.210
10 H -0.509 0.514 2.639  C4 1.117
11 H 2.125 0.761 -1.367  S2 1.310
12 H -2.681 1.272 0.232  N3 0.951

Quick look at relative energies in hartree: arrangement P 0.0000; arrangement Q 0.0241.